C7H13N | ωB97M-V/def2-TZVPD

The geometry in XYZ format:
```
21
Properties=species:S:1:pos:R:3:forces:R:3
C 2.057 0.966 0.605 -0.977 0.200 0.727
C 0.931 1.108 -0.435 1.243 -1.312 0.220
C -0.254 0.193 -0.225 0.280 -0.655 -0.361
C -0.580 -0.644 -1.272 1.708 2.758 -1.233
C -1.991 -0.865 -1.592 1.067 -1.782 1.224
C -2.096 -0.314 1.451 -1.100 -0.495 0.411
C -0.904 0.117 1.070 0.264 0.922 -0.178
N 2.711 -0.327 0.666 -0.172 0.363 0.382
H 2.798 1.731 0.485 0.539 0.430 -0.324
H 1.617 1.187 1.582 0.123 -0.098 0.144
H 0.584 2.137 -0.538 -0.011 0.089 0.096
H 1.404 0.819 -1.379 -0.256 0.230 -0.248
H 0.287 -1.010 -1.816 -0.332 0.156 -0.824
H -2.385 -1.546 -2.336 0.581 -0.072 -0.036
H -1.610 -1.444 -0.652 -2.870 -0.812 0.259
H -2.581 0.007 -1.420 -0.454 0.162 0.395
H -2.900 -0.621 0.797 0.033 0.201 -0.076
H -2.311 -0.400 2.510 0.072 -0.040 -0.036
H -0.261 0.395 1.897 0.181 0.184 -0.035
H 3.445 -0.414 -0.012 -0.031 -0.258 -0.309
H 2.037 -1.077 0.615 0.110 -0.173 -0.198
```
Forces are in eV/Å.

Results
Total energy = -8956.024 eV
HOMO-LUMO gap = 8.32 eV
Energy relative to the best compared isomer or geometry (same formula, charge and spin) = 3.9092 eV
2S+1 = 1